(1)
A structure of composition C26H34BBr42NO3 at a distorted geometry. Source: OMol25; level of theory: ωB97M-V/def2-TZVPD.

Structure (ORCA input):
```
! RIJCOSX wB97M-V def2-TZVPD def2/J DEFGRID3
* xyz 0 1
C 0.016 -0.621 3.389
B 1.300 -1.511 3.225
O 1.741 -2.231 4.310
N 2.089 -1.600 1.963
C 1.207 -2.019 0.887
O 0.491 -3.146 1.380
C 1.977 -2.327 -0.397
O 1.631 -1.504 -1.481
C 0.338 -1.700 -2.001
C -0.091 -0.372 -2.636
C 0.221 0.778 -1.724
C -0.708 1.108 -0.731
C -0.463 2.165 0.154
C 0.732 2.885 0.097
C 1.015 3.982 1.089
C 1.664 2.559 -0.896
C 1.395 1.535 -1.806
H 0.088 0.350 2.902
H -0.125 -0.419 4.450
H -0.881 -1.138 3.057
H 1.875 -3.150 4.052
H 2.321 -0.629 1.746
H 0.492 -1.228 0.627
H 0.277 -3.729 0.648
H 1.947 -3.395 -0.642
H 3.023 -2.095 -0.226
H 0.324 -2.460 -2.785
H -0.406 -1.995 -1.255
H 0.487 -0.302 -3.552
H -1.154 -0.385 -2.854
H -1.639 0.564 -0.634
H -1.226 2.403 0.883
H 0.107 4.506 1.361
H 1.465 3.536 1.974
H 1.747 4.671 0.678
H 2.595 3.104 -0.955
H 2.123 1.294 -2.561
C 3.133 -2.827 -4.939
Br 4.567 -3.531 -6.007
Br 1.580 -2.381 -5.975
Br 2.708 -3.999 -3.480
H 3.479 -1.896 -4.511
C -3.416 -3.824 1.783
Br -4.304 -5.114 2.893
Br -3.192 -4.462 -0.019
Br -4.311 -2.123 1.812
H -2.428 -3.667 2.191
C -0.158 7.714 -1.047
Br 0.078 7.885 0.853
Br 1.458 8.107 -2.006
Br -0.852 5.989 -1.535
H -0.892 8.450 -1.347
C 1.745 3.203 -6.104
Br 3.257 2.444 -7.024
Br 0.207 3.320 -7.256
Br 1.377 2.252 -4.460
H 2.013 4.213 -5.831
C 6.434 -0.979 -1.233
Br 6.550 -2.891 -1.385
Br 4.616 -0.385 -1.432
Br 7.237 -0.327 0.389
H 6.997 -0.559 -2.052
C -5.568 -7.671 5.796
Br -4.022 -8.428 4.936
Br -6.945 -7.249 4.519
Br -6.210 -8.799 7.211
H -5.258 -6.741 6.249
C 8.967 -1.425 -4.607
Br 9.032 -3.341 -4.710
Br 7.172 -0.768 -4.833
Br 9.748 -0.772 -2.974
H 9.555 -1.038 -5.425
C -5.762 -0.839 -1.604
Br -6.964 0.451 -0.836
Br -6.708 -2.348 -2.329
Br -4.604 -0.048 -2.915
H -5.151 -1.205 -0.793
C 5.123 -1.371 6.870
Br 6.252 -0.360 5.688
Br 5.814 -3.142 7.169
Br 4.804 -0.438 8.519
H 4.170 -1.481 6.376
C -8.914 -5.369 7.907
Br -8.903 -5.573 9.817
Br -7.177 -4.854 7.247
Br -9.602 -6.936 7.032
H -9.585 -4.556 7.674
C -3.654 3.973 -3.640
Br -2.510 3.027 -2.415
Br -3.350 3.415 -5.454
Br -5.505 3.814 -3.149
H -3.395 5.021 -3.579
C -3.990 -1.778 -6.532
Br -3.409 0.060 -6.501
Br -4.002 -2.474 -8.324
Br -2.944 -2.891 -5.366
H -5.010 -1.796 -6.174
C -0.957 10.072 -4.991
Br -0.917 8.150 -4.974
Br -2.305 10.740 -6.185
Br -1.169 10.797 -3.219
H -0.002 10.410 -5.363
C 1.489 2.315 10.032
Br 1.741 4.212 9.856
Br 1.317 1.461 8.318
Br 2.876 1.516 11.101
H 0.558 2.163 10.557
*
```

Calculated values
E_LUMO   -0.250 eV
Kohn-Sham gap   8.63 eV
Max |F|   1.5 eV/Å
Total energy   -109424.93600 Eh

Here are the Mulliken charges for atoms 1 to 6, given in e:
1 C -0.83
2 B 0.47
3 O -0.53
4 N -0.49
5 C 0.96
6 O -0.66



(2)
A cluster of 3 separate species, C26H34BFO8 in total at a distorted geometry. Source: OMol25; level of theory: ωB97M-V/def2-TZVPD.

Structure (ORCA input):
```
! RIJCOSX wB97M-V def2-TZVPD def2/J DEFGRID3
* xyz 0 1
C 5.861 -1.037 3.527
C 6.024 -1.561 2.067
C 7.009 -2.631 1.837
C 7.260 -3.206 0.501
C 6.436 -2.666 -0.591
C 5.462 -1.605 -0.364
C 5.222 -0.991 0.959
C 4.197 0.172 1.141
C 2.710 -0.267 0.927
C 2.092 0.043 -0.373
C 0.693 -0.364 -0.720
C -0.035 -1.091 0.306
C 0.556 -1.375 1.641
C 1.914 -0.964 1.948
F 2.504 -1.223 3.154
C -0.320 -2.160 2.680
O -0.317 -1.922 3.861
C -1.242 -3.257 2.035
C -1.790 -2.997 0.804
B -2.682 -4.169 0.163
O -3.042 -4.077 -1.210
O -3.102 -5.325 0.893
C -1.494 -1.632 0.083
O -2.320 -1.036 -0.559
H 6.773 -1.199 4.155
H 4.964 -1.482 4.048
H 5.696 0.075 3.465
H 7.626 -3.053 2.666
H 8.033 -3.999 0.354
H 6.602 -3.078 -1.619
H 4.855 -1.221 -1.215
H 4.356 0.710 2.116
H 4.413 0.910 0.313
H 2.691 0.598 -1.141
H 0.212 -0.139 -1.704
H -1.437 -4.244 2.517
H -2.320 -4.533 -1.690
H -2.315 -5.908 0.874
C -0.188 3.044 -1.645
O 1.218 3.043 -1.660
C 1.756 3.225 -2.965
C 2.281 4.638 -3.155
O 1.217 5.583 -3.173
C 1.109 6.302 -1.954
H -0.519 3.068 -0.606
H -0.608 3.912 -2.160
H -0.557 2.124 -2.110
H 1.015 2.977 -3.733
H 2.592 2.524 -3.066
H 2.779 4.701 -4.127
H 3.014 4.888 -2.382
H 1.949 6.997 -1.853
H 1.079 5.630 -1.092
H 0.183 6.875 -1.980
C -5.053 0.346 -0.788
O -6.267 1.048 -1.019
C -7.342 0.179 -1.354
C -8.281 -0.018 -0.175
O -7.653 -0.763 0.865
C -7.242 0.058 1.946
H -4.328 1.047 -0.376
H -5.190 -0.471 -0.075
H -4.663 -0.049 -1.730
H -6.970 -0.783 -1.721
H -7.897 0.659 -2.167
H -9.145 -0.602 -0.506
H -8.645 0.944 0.198
H -8.116 0.415 2.500
H -6.649 0.909 1.602
H -6.628 -0.546 2.615
*
```

Calculated values
E_LUMO   -1.136 eV
Kohn-Sham gap   7.80 eV
Max |F|   3.5 eV/Å
Total energy   -1737.64152 Eh

Here are the Mulliken charges for atoms 1 to 6, given in e:
1 C -1.33
2 C 0.98
3 C -0.52
4 C -0.52
5 C -0.56
6 C -0.51



(3)
A structure of composition C26H34BGaN11O2S at a distorted geometry. Source: OMol25; level of theory: ωB97M-V/def2-TZVPD.

Structure (ORCA input):
```
! RIJCOSX wB97M-V def2-TZVPD def2/J DEFGRID3
* xyz 2 2
Ga -0.132 -0.291 -0.394
C 2.030 -3.325 0.230
C 2.098 -2.016 0.991
C 2.944 -1.596 2.010
C 2.398 -0.471 2.571
N 1.237 -0.221 1.938
N 1.073 -1.150 0.965
B 0.049 0.613 2.437
N -0.074 1.859 1.501
C -0.148 3.173 1.653
C -0.418 3.743 0.411
C -0.446 2.715 -0.517
C -0.871 2.683 -1.929
N -0.098 1.585 0.171
N -1.254 -0.168 2.231
C -2.255 -0.206 3.060
C -3.275 -0.928 2.538
C -2.826 -1.277 1.262
C -3.618 -2.049 0.250
N -1.594 -0.772 1.016
N 0.224 0.984 3.882
C 0.526 0.208 4.952
C 0.341 1.029 6.083
C -0.064 2.296 5.561
C -0.302 3.504 6.328
N -0.210 2.249 4.250
H 2.976 -3.827 0.409
H 1.921 -3.161 -0.819
H 1.256 -3.923 0.749
H 3.731 -2.280 2.302
H 2.806 0.162 3.389
H -0.131 3.621 2.628
H -0.692 4.728 0.177
H -1.910 2.989 -2.030
H -0.715 1.725 -2.377
H -0.287 3.414 -2.500
H -2.216 0.239 4.048
H -4.217 -1.203 3.019
H -4.690 -1.802 0.465
H -3.474 -3.107 0.381
H -3.307 -1.830 -0.757
H 0.852 -0.803 4.869
H 0.499 0.760 7.115
H -1.320 3.661 6.578
H 0.057 4.391 5.742
H 0.263 3.500 7.274
C -5.414 -1.174 -3.839
C -4.153 -0.742 -3.125
C -4.017 0.287 -2.200
C -2.855 0.475 -1.485
N -1.834 -0.314 -1.618
C -1.951 -1.289 -2.593
S -0.667 -2.489 -2.889
N -3.032 -1.459 -3.339
H -5.522 -2.175 -3.463
H -5.157 -1.354 -4.870
H -6.282 -0.515 -3.621
H -4.815 0.888 -1.856
H -2.838 1.237 -0.725
O 2.956 0.659 -1.133
C 2.324 0.115 -2.001
O 1.099 -0.311 -1.911
C 2.832 -0.030 -3.524
N 4.288 0.360 -3.577
C 5.161 -0.856 -3.852
C 4.180 -1.960 -3.603
C 2.839 -1.420 -4.120
H 2.361 0.807 -4.083
H 4.462 0.816 -2.680
H 4.446 1.091 -4.280
H 5.959 -0.952 -3.156
H 5.572 -0.876 -4.853
H 4.025 -2.107 -2.511
H 4.461 -2.870 -4.017
H 1.919 -1.915 -3.935
H 2.909 -1.350 -5.253
*
```

Calculated values
E_LUMO (alpha / beta)   -5.253 / -8.007 eV
Energy relative to the best compared isomer or geometry (same formula, charge and spin)   0.0 kcal per mole
Kohn-Sham gap (alpha / beta)   7.94 / 5.18 eV
Max |F|   3.8 eV/Å
Total energy   -4111.42729 Eh

Here are the Mulliken charges for atoms 1 to 6, given in e:
1 Ga -1.00
2 C -1.19
3 C 0.58
4 C -1.50
5 C -0.10
6 N 1.23